(1)
Cl3H3Si2 | ωB97M-V with the def2-TZVPD basis set

Frontier orbital gap, eV: 8.98
Energy above the lowest of the compared OMol25 structures with the same formula, charge and spin, kJ/mol: 136.81

Structure (ORCA input):
```
! RIJCOSX wB97M-V def2-TZVPD def2/J DEFGRID3
* xyz 0 1
Si -1.04192 -0.98406 -0.60431
Si 1.53124 1.91894 1.72314
Cl 0.94496 1.95441 -0.24530
Cl 2.83487 0.35367 1.60953
Cl -1.77155 0.65761 -1.67661
H 0.53735 -0.94535 -0.90072
H -1.06861 -0.70565 0.81739
H -1.96634 -2.24956 -0.72313
*
```

(2)
C16H13InN2O6 | ωB97M-V with the def2-TZVPD basis set

Frontier orbital gap, eV: 6.70
Energy above the lowest of the compared OMol25 structures with the same formula, charge and spin, kJ/mol: 0.00

Structure (ORCA input):
```
! RIJCOSX wB97M-V def2-TZVPD def2/J DEFGRID3
* xyz 2 1
O -3.37917 -1.82659 -4.30568
C -2.69942 -1.06920 -3.63162
In -0.00070 0.03114 -0.03474
O -1.20282 1.54956 -2.73484
C -0.74041 1.10483 -1.77500
C 0.49961 -1.45984 1.56931
O 0.71566 -2.30107 2.34626
C 1.68646 -0.75074 -1.21511
O 2.47227 -1.27206 -1.89069
C -1.90695 0.41336 1.03278
O -2.96814 0.50772 1.50030
H -0.90870 -1.40428 -0.72130
C 3.41603 4.42605 3.69976
N 2.47966 3.90088 2.74683
N 2.35206 2.61768 2.42733
C 1.41817 2.58329 1.45991
O 1.08352 1.42963 1.06336
C 0.96051 3.83804 1.12850
C 1.66240 4.65849 1.97597
C 1.53697 6.11172 2.03818
C 2.97089 1.40956 3.03931
C 3.15377 1.35761 4.42550
C 3.72360 0.21322 5.00697
C 4.07663 -0.88896 4.21473
C 3.84538 -0.85070 2.83357
C 3.29069 0.29104 2.24407
H 4.04002 5.17279 3.20678
H 4.06109 3.65857 4.12510
H 2.86276 4.91377 4.50132
H 0.18110 4.03830 0.37326
H 1.20144 6.40338 3.02043
H 2.48124 6.56930 1.79315
H 0.79748 6.42318 1.31067
H 2.86112 2.18922 5.05825
H 3.88664 0.18238 6.08101
H 4.51889 -1.77855 4.67126
H 4.11766 -1.69916 2.21035
H 3.12567 0.30437 1.17303
*
```

(3)
C3H5N3 | ωB97M-V with the def2-TZVPD basis set

Frontier orbital gap, eV: 10.07
Energy above the lowest of the compared OMol25 structures with the same formula, charge and spin, kJ/mol: 94.96
SMILES: [H]/N=C1\CN=CN1

Structure (ORCA input):
```
! RIJCOSX wB97M-V def2-TZVPD def2/J DEFGRID3
* xyz 0 1
H 1.58466 -0.98293 -1.85185
N 0.58272 -0.80129 -1.80920
C 0.25580 -0.30901 -0.69219
C 0.93970 0.27159 0.51885
N 0.00874 0.12862 1.63607
C -1.12649 0.09281 1.04920
N -1.06311 0.03257 -0.33426
H 1.98151 0.03840 0.74967
H 0.73421 1.30450 0.15963
H -2.07979 0.14248 1.56615
H -1.81795 0.08226 -0.99208
*
```

(4)
C2H3ClF2O | ωB97M-V with the def2-TZVPD basis set

Frontier orbital gap, eV: 11.85
Energy above the lowest of the compared OMol25 structures with the same formula, charge and spin, kJ/mol: 14.65
SMILES: OCC(F)(F)Cl

Structure (ORCA input):
```
! RIJCOSX wB97M-V def2-TZVPD def2/J DEFGRID3
* xyz 0 1
O -1.74017 -0.24997 -0.03441
C -0.41907 -0.56932 0.11283
C 0.72034 0.48977 0.00286
F 0.70115 1.28471 -1.05188
F 0.71301 1.26438 1.13176
Cl 2.27606 -0.38935 -0.03337
H -1.82950 0.54104 -0.51813
H -0.28353 -1.06529 1.04964
H -0.13829 -1.30597 -0.65931
*
```

(5)
C14H21Cl2MoN5O2STe | ωB97M-V with the def2-TZVPD basis set

Frontier orbital gap (spin up / spin down), eV: 6.03 / 6.78
Energy above the lowest of the compared OMol25 structures with the same formula, charge and spin, kJ/mol: 18.86

Structure (ORCA input):
```
! RIJCOSX wB97M-V def2-TZVPD def2/J DEFGRID3
* xyz 2 1
Mo 0.23769 0.38291 -0.87121
C -3.48976 -4.51077 1.35817
C -2.39787 -3.52510 1.51261
N -1.26596 -3.71908 2.11958
N -0.60599 -2.53909 2.01390
C -1.28377 -1.62404 1.34676
S -0.83179 0.05239 1.09230
N -2.43931 -2.22996 1.01674
N -3.45780 -1.59374 0.31162
H -3.20251 -5.42895 1.86340
H -3.67427 -4.73286 0.30615
H -4.41370 -4.13778 1.80164
H 0.29697 -2.42904 2.45445
H -3.77817 -2.20196 -0.43382
H -4.22982 -1.38864 0.93884
N 0.33564 2.52583 -0.35670
H 1.21772 2.68126 0.13384
H -0.39796 2.88019 0.25405
H 0.35383 3.13651 -1.17113
C 1.27263 -0.63733 -8.11656
C 0.60262 -0.43977 -6.78946
C 0.99698 0.58042 -5.92867
C 0.39354 0.77067 -4.69361
C 0.89134 1.87230 -3.80053
C -0.64519 -0.09155 -4.33179
Te -1.70182 0.18179 -2.52824
C -1.07739 -1.12846 -5.17066
C -2.19847 -2.06100 -4.79978
C -0.42972 -1.28297 -6.38745
H 1.93913 0.18842 -8.35578
H 0.53379 -0.72668 -8.91280
H 1.85880 -1.55808 -8.11446
H 1.79421 1.24886 -6.23171
H 0.08827 2.55081 -3.50425
H 1.65947 2.46161 -4.29838
H 1.37571 1.46153 -2.90099
H -3.13314 -1.51889 -4.63568
H -1.96694 -2.62534 -3.89262
H -2.37655 -2.78066 -5.59543
H -0.74807 -2.08020 -7.04899
Cl 2.69187 -1.41867 -3.49547
C 2.59059 -1.77655 -1.79186
Cl 0.86356 -2.08739 -1.31256
C 3.08507 -0.58083 -0.97740
O 4.19860 -0.48842 -0.59467
O 2.13129 0.35985 -0.76756
H 3.14574 -2.67616 -1.54919
*
```

(6)
C3H9O2P2 | ωB97M-V with the def2-TZVPD basis set

Frontier orbital gap, eV: 8.18
Energy above the lowest of the compared OMol25 structures with the same formula, charge and spin, kJ/mol: 62.60
SMILES: CCP[P@@](C)(=O)[O-]

Structure (ORCA input):
```
! RIJCOSX wB97M-V def2-TZVPD def2/J DEFGRID3
* xyz -1 1
C 2.37386 0.69314 -0.52376
C 1.13849 0.86932 0.37215
P 0.02456 -0.92298 0.55254
P -1.77365 0.33347 -0.01302
C -3.28216 -0.74610 -0.18889
O -1.93937 1.15222 1.22039
O -1.53865 0.88571 -1.42127
H 3.14257 -0.13947 -0.31276
H 2.14321 0.36182 -1.46622
H 2.77578 1.75043 -0.62437
H 0.31595 1.39558 -0.10923
H 1.38654 1.27574 1.31228
H 0.03800 -1.23182 -0.76053
H -3.87499 0.05841 0.17865
H -3.57587 -0.98158 -1.21830
H -3.46459 -1.49316 0.58588
*
```

(7)
C10H27NO3 | ωB97M-V with the def2-TZVPD basis set

Frontier orbital gap (spin up / spin down), eV: 8.64 / 2.40
<S²>: 0.75

Structure (ORCA input):
```
! RIJCOSX wB97M-V def2-TZVPD def2/J DEFGRID3
* xyz 1 2
C -1.22212 -0.50343 -0.84398
C -2.46426 -1.40644 -1.36192
C -2.02272 -2.53596 -2.28197
O -2.95224 -1.99787 -0.19058
H -1.61490 0.08047 -0.01158
H -0.85092 0.19900 -1.59025
H -0.45077 -1.19529 -0.50567
H -3.19529 -0.83839 -1.93727
H -2.89332 -2.77343 -2.89334
H -1.76971 -3.51507 -1.87525
H -1.26478 -2.26006 -3.01513
H -2.30344 -2.25458 0.46878
C -1.88312 -4.35319 2.44155
C -0.72368 -3.33567 2.51923
C 0.21492 -3.50844 1.29703
O -1.25262 -2.02813 2.54897
H -2.35673 -4.39359 1.46065
H -2.58045 -4.15817 3.25629
H -1.50229 -5.36449 2.58412
H -0.24407 -3.55545 3.47305
H 0.85652 -2.68212 0.99104
H -0.38958 -3.57935 0.39279
H 0.83624 -4.39547 1.42054
H -0.53042 -1.39969 2.62038
C 3.84363 3.60738 -0.43102
C 2.69787 4.13204 0.40572
C 1.45466 4.35315 -0.55506
O 1.15436 3.16168 -1.26927
C -0.06694 3.29904 -1.93782
N 2.13096 3.03804 1.23121
H 4.02717 4.16628 -1.34865
H 3.93991 2.54632 -0.66118
H 4.73158 3.82909 0.16099
H 2.97435 5.05641 0.91288
H 1.65415 5.17384 -1.24410
H 0.59779 4.60705 0.06898
H -0.22107 2.45511 -2.61023
H -0.11734 4.25357 -2.46167
H -0.82909 3.14568 -1.17381
H 2.87706 2.40326 1.47717
H 1.71087 2.52676 0.46818
*
```

(8)
C41H85N2O9 | ωB97M-V with the def2-TZVPD basis set

Frontier orbital gap, eV: 7.88

Structure (ORCA input):
```
! RIJCOSX wB97M-V def2-TZVPD def2/J DEFGRID3
* xyz 1 1
C 1.52026 -9.45313 3.13277
C 1.98194 -8.06998 3.68082
C 2.79476 -7.38468 2.57032
C 3.02163 -5.84258 2.81250
C 2.77966 -5.12870 1.48889
C 3.58307 -5.50560 0.44113
C 3.42232 -4.95286 -0.80772
C 2.42664 -3.99215 -0.99866
C 2.25677 -3.43265 -2.40080
C 3.59995 -3.28021 -3.14605
O 4.57593 -2.91890 -2.51842
N 3.72433 -3.49812 -4.54879
C 3.37636 -2.26242 -5.29652
C 2.85665 -4.58619 -5.04014
C 1.64373 -3.63666 0.07636
C 0.52844 -2.61519 -0.14714
C 0.91023 -1.22694 0.46635
C 1.63040 -0.26414 -0.52288
C 0.96283 1.10655 -0.41046
O -0.22909 1.21331 -0.61546
O 1.73621 2.17404 -0.11328
C 1.12044 3.07280 0.83543
C 0.61401 4.37496 0.17780
N 1.82376 -4.19937 1.29743
C 0.96057 -3.79802 2.43962
C -0.13152 -4.90833 2.63558
C -1.44232 -4.24275 3.11407
C -2.73309 -5.00848 2.74056
C -2.91423 -5.28519 1.22760
O -3.93289 -4.45290 0.68357
C -3.46960 -3.53329 -0.29134
C -3.20674 -2.15112 0.34869
H 0.91628 -9.26408 2.23444
H 0.98124 -10.04152 3.87616
H 2.41882 -9.96955 2.76875
H 2.58508 -8.23484 4.58130
H 1.07633 -7.48896 3.89002
H 3.73411 -7.89824 2.33604
H 2.19073 -7.46672 1.65219
H 4.07808 -5.69037 3.06814
H 2.41233 -5.47369 3.63515
H 4.33504 -6.27145 0.59906
H 4.06835 -5.28915 -1.61308
H 1.79377 -2.44347 -2.39832
H 1.55459 -4.09752 -2.92530
H 3.22259 -2.56510 -6.33779
H 4.20049 -1.54474 -5.29423
H 2.43072 -1.84613 -4.91378
H 3.06959 -5.52390 -4.51401
H 1.78414 -4.32347 -5.03047
H 3.14708 -4.76938 -6.07866
H -0.31766 -2.99263 0.44654
H 0.22050 -2.57031 -1.18920
H 1.62261 -1.43257 1.27635
H -0.00417 -0.79742 0.88902
H 1.49518 -0.63272 -1.54222
H 2.68935 -0.18894 -0.26007
H 0.33443 2.60614 1.43551
H 1.90889 3.37101 1.53680
H 1.05263 5.26298 0.67365
H -0.47451 4.45770 0.27312
H 0.88207 4.44027 -0.88246
H 1.60045 -3.70547 3.32119
H 0.50296 -2.82448 2.29123
H 0.24440 -5.59150 3.40044
H -0.21429 -5.41620 1.66849
H -1.40398 -4.21803 4.21414
H -1.51945 -3.19115 2.80563
H -2.80793 -5.91855 3.34721
H -3.57788 -4.37039 3.03104
H -3.28453 -6.31934 1.14148
H -1.97978 -5.24656 0.65100
H -2.61407 -3.89753 -0.88009
H -4.28934 -3.38241 -1.00884
H -4.08121 -1.93060 0.96918
H -3.03560 -1.37828 -0.40899
H -2.31744 -2.21035 0.99157
C 1.25434 -9.14680 -6.79231
C 1.30347 -7.64006 -6.59380
C 0.38086 -6.92379 -7.56842
O 2.64359 -7.17463 -6.76946
H 1.58362 -9.41395 -7.79980
H 1.92595 -9.64715 -6.09339
H 0.24496 -9.53307 -6.64319
H 1.01559 -7.39552 -5.56885
H 0.68243 -7.12041 -8.60049
H 0.43141 -5.84340 -7.42111
H -0.65425 -7.24450 -7.44234
H 2.91311 -7.38389 -7.67059
C -2.71289 5.69534 2.71667
C -1.66739 4.98139 3.55834
C -2.11508 4.85457 5.00601
O -0.43493 5.70156 3.49898
H -2.88519 6.70797 3.08629
H -2.37407 5.78786 1.68287
H -3.66242 5.15820 2.72561
H -1.47724 3.98851 3.14453
H -2.26654 5.84190 5.45062
H -1.35168 4.34994 5.60082
H -3.04647 4.29179 5.08364
H -0.59030 6.58064 3.86273
C 3.10925 7.87126 1.54816
C 1.87019 8.50870 0.93741
C 1.40733 9.70528 1.75425
O 0.82155 7.54311 0.86212
H 2.89830 7.50831 2.55834
H 3.42639 7.00964 0.95819
H 3.93589 8.58163 1.59965
H 2.08489 8.82339 -0.08510
H 1.14394 9.39947 2.77124
H 0.51396 10.14775 1.31133
H 2.18336 10.47011 1.81190
H 0.61785 7.25431 1.76098
C -1.46124 5.28525 -3.60464
C -0.43741 6.32485 -4.03673
C -0.28707 7.41772 -2.99008
O -0.83361 6.89917 -5.28161
H -2.44589 5.74361 -3.47637
H -1.56537 4.51144 -4.36686
H -1.17317 4.81207 -2.66367
H 0.52702 5.84227 -4.20411
H -1.23302 7.94585 -2.84001
H 0.44285 8.16091 -3.31471
H 0.03681 7.00649 -2.03136
H -1.68498 7.32966 -5.15011
C -6.73801 9.64191 2.86223
C -5.79570 8.80379 3.71192
C -5.30294 9.58255 4.92204
O -4.68045 8.38474 2.92273
H -6.22801 10.53233 2.48405
H -7.07702 9.07476 1.99442
H -7.61112 9.95872 3.43462
H -6.30700 7.89825 4.04205
H -4.74743 10.47114 4.60915
H -4.62201 8.97293 5.51822
H -6.13357 9.89769 5.55525
H -4.21784 9.17492 2.62256
*
```